Entry from the Open Molecules 2025 dataset: 2 unconnected molecules or ions with the total composition C2H9N3O (ωB97M-V/def2-TZVPD).

Computed properties:
HOMO-LUMO gap = 0.3362 Ha
Charge = 0
Lowest unoccupied orbital energy = 0.037 Eh
ΔE to the lowest compared entry with this formula, charge and spin = 109.1 kcal per mole
HOMO energy = -8.13 eV

Each line ends with the natural charge from an NBO analysis.
Atoms and positions in Å:
H1 0.470 0.618 -1.069  0.34
N1 0.614 1.667 -1.485  -0.35
N2 0.546 2.428 -0.523  -0.36
H2 0.514 3.421 -0.826  0.29
C1 -1.005 -1.435 -0.912  -0.44
N3 0.230 -0.905 -0.357  -0.34
O1 0.189 -1.101 1.151  -0.42
C2 0.326 0.123 1.819  -0.26
H3 -1.214 -2.453 -0.572  0.20
H4 -1.822 -0.785 -0.602  0.21
H5 -0.927 -1.428 -2.000  0.21
H6 1.014 -1.494 -0.635  0.36
H7 -0.269 0.919 1.349  0.19
H8 1.371 0.455 1.826  0.17
H9 -0.037 -0.029 2.835  0.19

***

Entry from the Open Molecules 2025 dataset: a molecular structure, C28H49BrNO3P3Zn (ωB97M-V/def2-TZVPD).

Computed properties:
HOMO-LUMO gap (spin up / spin down) = 0.2271 / 0.1673 Ha
Charge = +2
Lowest unoccupied orbital energy (spin up / spin down) = -0.250 / -0.302 Eh
HOMO energy (spin up / spin down) = -12.99 / -12.76 eV

Each line ends with the Mulliken charge.
Atoms and positions in Å:
N1 -5.707 -1.845 3.760  -0.54
C1 -4.886 -0.976 4.357  -0.49
C2 -4.546 0.250 3.784  -0.34
C3 -5.060 0.564 2.501  0.62
C4 -5.947 -0.343 1.901  -0.39
C5 -6.241 -1.542 2.571  -0.52
C6 -4.525 1.676 1.758  -0.33
Zn1 0.113 0.702 -1.018  -0.06
P1 3.321 0.242 -1.725  0.61
C7 -4.768 1.863 0.421  -0.58
C8 -3.745 2.368 -0.485  0.50
C9 -3.605 1.785 -1.770  -0.74
C10 -2.331 1.651 -2.345  -0.25
C11 -1.283 2.041 -1.558  -0.19
C12 -1.431 3.025 -0.607  -0.58
C13 -2.667 3.090 0.036  -0.59
Br1 1.115 1.914 -2.788  -0.16
H1 -3.770 2.270 2.266  0.21
H2 -5.676 1.456 -0.039  0.59
H3 -3.814 0.891 4.270  0.54
H4 -6.342 -0.150 0.908  0.26
H5 -4.456 -1.263 5.334  0.36
H6 -6.925 -2.287 2.136  0.37
H7 -4.494 1.308 -2.239  0.35
H8 -2.780 3.585 1.009  0.63
H9 -2.218 1.153 -3.310  0.82
H10 -0.610 3.595 -0.199  0.72
P2 -0.579 -1.546 -0.934  0.98
C14 3.913 1.893 -1.020  -0.34
C15 4.713 2.771 -1.971  -1.67
H11 4.533 1.672 -0.127  0.53
H12 3.025 2.451 -0.668  0.36
H13 4.943 3.751 -1.519  0.46
H14 5.667 2.290 -2.239  0.37
H15 4.138 2.985 -2.874  0.38
C16 3.509 -0.245 -3.505  -0.59
C17 4.488 0.619 -4.299  -1.17
H16 2.505 -0.174 -3.969  0.38
H17 3.804 -1.322 -3.564  0.49
H18 4.155 0.731 -5.339  0.35
H19 4.546 1.626 -3.897  0.13
H20 5.506 0.197 -4.302  0.39
C18 4.477 -0.853 -0.828  -0.34
C19 5.900 -0.475 -1.195  -1.05
H21 4.248 -1.912 -1.074  0.43
H22 4.276 -0.745 0.249  -0.28
H23 6.577 -1.282 -0.902  0.40
H24 5.988 -0.287 -2.264  0.20
H25 6.171 0.440 -0.656  0.35
C20 0.325 -2.780 0.101  -0.32
C21 1.761 -3.023 -0.340  -1.04
H26 -0.271 -3.721 0.105  0.62
H27 0.287 -2.383 1.131  -0.06
H28 2.155 -3.905 0.175  0.45
H29 1.849 -3.206 -1.418  0.41
H30 2.411 -2.172 -0.094  -0.16
C22 -0.638 -2.392 -2.569  -0.80
C23 -1.565 -1.690 -3.569  -0.90
H31 -0.942 -3.440 -2.393  0.49
H32 0.395 -2.428 -2.955  0.30
H33 -1.469 -2.177 -4.551  0.46
H34 -2.615 -1.766 -3.254  0.31
H35 -1.307 -0.626 -3.682  0.06
C24 -2.327 -1.593 -0.348  0.34
C25 -2.575 -2.306 0.982  -1.04
H36 -2.941 -2.033 -1.157  0.53
H37 -2.641 -0.539 -0.269  -0.68
H38 -3.652 -2.345 1.174  0.35
H39 -2.207 -3.337 0.969  0.35
H40 -2.082 -1.775 1.815  -0.01
C26 2.638 -0.569 2.610  -0.82
O1 2.218 0.581 1.849  -0.13
P3 0.690 0.870 1.327  0.58
O2 -0.193 -0.202 2.176  0.21
C27 -0.231 -0.445 3.634  -0.88
O3 0.373 2.359 1.918  -0.16
C28 0.451 2.787 3.303  -0.67
H41 3.731 -0.619 2.447  0.29
H42 2.150 -1.488 2.257  0.29
H43 2.491 -0.412 3.681  0.35
H44 -0.071 -1.519 3.763  0.38
H45 0.465 0.118 4.254  0.45
H46 -1.255 -0.197 3.969  0.04
H47 -0.509 2.550 3.785  0.23
H48 1.282 2.343 3.876  0.30
H49 0.593 3.870 3.264  0.30

***

Entry from the Open Molecules 2025 dataset: a molecular structure, C8H20F18KO4P3 (ωB97M-V/def2-TZVPD).

Computed properties:
Spin multiplicity = 2
HOMO-LUMO gap (spin up / spin down) = 0.3297 / 0.1018 Ha
Charge = -1
Lowest unoccupied orbital energy (spin up / spin down) = 0.024 / -0.204 Eh
ΔE to the lowest compared entry with this formula, charge and spin = 20.6 kcal per mole
HOMO energy (spin up / spin down) = -8.32 / -8.32 eV
<S²> = 0.755

Each line ends with the Mulliken spin population.
Atoms and positions in Å:
K1 -0.641 -0.291 1.270  0.00
P1 -0.724 -3.613 2.757  0.00
F1 -1.676 -4.843 2.339  0.00
F2 -1.927 -2.707 3.290  0.00
F3 -0.845 -4.240 4.242  0.00
F4 0.377 -2.570 3.243  0.00
F5 0.457 -4.647 2.266  0.00
F6 -0.958 -2.971 1.295  0.00
P2 -4.206 -0.206 0.119  0.00
F7 -5.083 0.398 -1.071  0.00
F8 -2.869 -0.485 -0.863  0.00
F9 -3.512 1.257 0.454  0.00
F10 -3.350 -0.860 1.315  0.00
F11 -5.336 -0.056 1.280  0.00
F12 -4.941 -1.638 -0.232  0.00
P3 -1.512 1.550 4.298  0.00
F13 -1.852 1.680 2.707  0.00
F14 -0.151 0.694 4.021  0.00
F15 -0.561 2.959 4.251  0.00
F16 -1.420 1.319 5.865  0.00
F17 -2.789 2.531 4.524  0.00
F18 -2.516 0.267 4.295  0.00
C1 1.458 -0.960 -1.457  0.02
O1 1.891 -1.184 -0.107  0.65
C2 3.321 -1.562 -0.021  0.01
C3 3.834 -2.721 -0.907  0.06
O2 3.900 -2.406 -2.237  0.06
C4 3.907 -3.432 -3.218  0.00
H1 2.162 -0.399 -2.072  0.01
H2 0.554 -0.402 -1.216  0.03
H3 1.110 -1.874 -1.939  0.08
H4 3.519 -1.896 0.998  0.00
H5 3.990 -0.721 -0.202  0.04
H6 3.108 -3.524 -0.778  0.00
H7 4.818 -2.971 -0.511  0.02
H8 4.494 -3.157 -4.095  0.00
H9 2.904 -3.706 -3.546  0.00
H10 4.369 -4.329 -2.805  0.00
C5 0.370 4.746 -3.528  0.00
O3 -0.148 4.167 -2.374  0.00
C6 -0.767 2.939 -2.538  0.00
C7 -1.188 2.171 -1.181  0.00
O4 -0.135 1.789 -0.360  0.01
C8 0.423 2.789 0.428  0.00
H11 0.864 5.694 -3.314  0.00
H12 -0.362 4.879 -4.324  0.00
H13 1.070 4.095 -4.051  0.00
H14 0.009 2.292 -2.945  0.00
H15 -1.618 2.978 -3.218  0.00
H16 -1.753 1.313 -1.544  0.00
H17 -1.855 2.763 -0.555  0.00
H18 1.040 2.407 1.242  0.00
H19 -0.373 3.355 0.911  0.00
H20 1.122 3.340 -0.202  0.00

***

Entry from the Open Molecules 2025 dataset: a single C11H21P molecule (ωB97M-V/def2-TZVPD).

Computed properties:
HOMO-LUMO gap (spin up / spin down) = 0.2809 / 0.2902 Ha
Charge = 0
Lowest unoccupied orbital energy (spin up / spin down) = 0.009 / 0.023 Eh
ΔE to the lowest compared entry with this formula, charge and spin = 73.6 kcal per mole
HOMO energy (spin up / spin down) = -7.39 / -7.28 eV

Each line ends with the natural charge from an NBO analysis.
Atoms and positions in Å:
C1 0.506 0.898 1.840  -0.15
C2 -0.593 0.990 1.080  -0.11
C3 1.833 0.482 1.199  -0.34
C4 1.878 0.389 -0.292  -0.05
C5 -0.657 0.700 -0.304  -0.21
C6 -1.950 1.159 1.671  -0.62
C7 2.059 -0.853 1.742  -0.60
C8 2.783 1.121 -1.194  -0.70
C9 -2.007 -2.676 -1.576  -0.60
C10 -1.614 -0.285 -0.834  -0.48
C11 -1.259 -1.725 -0.705  -0.42
P1 -0.279 1.813 -1.692  0.31
H1 0.690 0.939 2.876  0.21
H2 2.552 1.354 1.651  0.21
H3 1.703 -0.595 -0.613  0.18
H4 -1.937 1.683 2.715  0.22
H5 -2.279 0.142 1.833  0.22
H6 -2.690 1.710 1.063  0.22
H7 1.875 -0.838 2.850  0.21
H8 3.009 -1.448 1.522  0.22
H9 1.109 -1.517 1.401  0.21
H10 3.751 0.631 -1.292  0.23
H11 3.018 2.180 -1.008  0.22
H12 2.538 1.159 -2.294  0.24
H13 -1.479 -3.643 -1.758  0.21
H14 -2.143 -2.231 -2.576  0.21
H15 -2.936 -3.058 -1.151  0.21
H16 -2.794 -0.087 -0.484  0.22
H17 -1.821 0.143 -1.894  0.21
H18 -0.214 -1.854 -1.060  0.20
H19 -1.278 -2.104 0.376  0.21
H20 0.134 2.887 -0.870  -0.03
H21 -1.506 2.534 -2.221  -0.05

***

Entry from the Open Molecules 2025 dataset: a molecular structure, C2Br3ClF2 (ωB97M-V/def2-TZVPD).

Computed properties:
HOMO-LUMO gap = 0.3917 Ha
Charge = 0
Lowest unoccupied orbital energy = -0.004 Eh
ΔE to the lowest compared entry with this formula, charge and spin = 24.7 kcal per mole
HOMO energy = -10.76 eV

Each line ends with the natural charge from an NBO analysis.
Atoms and positions in Å:
C1 0.657 -0.366 -0.599  0.13
C2 -0.464 0.170 0.628  0.17
F1 -0.714 1.557 1.145  -0.35
F2 0.308 0.231 -1.734  -0.33
Cl1 0.008 -0.761 2.039  0.04
Br1 2.393 0.376 -0.041  0.07
Br2 -2.171 -0.409 -0.092  0.09
Br3 0.676 -2.226 -0.806  0.17

***

no.,maximum force (hartree/bohr)
1,0.0515
2,0.0612
3,0.0897
4,0.0907
5,0.0819